The following is a quantum chemistry calculation of a 6-piece molecular cluster, C18H24O18 overall in a non-equilibrium geometry, from the OMol25 dataset.

Output
* energy relative to the best compared isomer or geometry (same formula, charge and spin): 114.1 kJ/mol
* orbital gap: 10.123 eV
* electronic energy: -55909.294 eV

```
60
Properties=species:S:1:pos:R:3:mulliken_charge:R:1
O -16.94119 -19.10408 -15.46340 -0.5366
C -17.96828 -19.42650 -14.96052 0.6014
O -18.57120 -18.72898 -13.97973 -0.3842
C -19.44178 -19.65278 -13.30988 -0.1066
C -19.94981 -20.40144 -14.51029 -0.0151
O -18.77800 -20.45673 -15.34171 -0.3817
H -18.94648 -20.35871 -12.63701 0.1551
H -20.22609 -19.19500 -12.71675 0.3665
H -20.77866 -19.93318 -15.04350 0.1846
H -20.20145 -21.44255 -14.31214 0.1203
O -22.19332 -20.67823 -12.68464 -0.5875
C -22.30472 -21.84016 -12.43539 0.7050
O -22.30069 -22.81193 -13.36135 -0.3740
C -22.36800 -24.05914 -12.69007 -0.1548
C -23.03054 -23.70529 -11.36116 -0.1931
O -22.57549 -22.36640 -11.22853 -0.3048
H -22.98785 -24.83593 -13.14290 0.3569
H -21.34878 -24.41366 -12.55212 0.1872
H -22.64179 -24.35938 -10.58047 0.0227
H -24.11595 -23.70985 -11.23318 0.3658
O -19.70263 -22.39337 -11.31641 -0.4248
C -19.45690 -23.12651 -10.41752 0.4889
O -20.19622 -24.20428 -10.10199 -0.1101
C -19.39473 -25.05630 -9.29694 -0.4905
C -18.49847 -24.02738 -8.57930 0.0368
O -18.41305 -23.01083 -9.57910 -0.4343
H -19.94100 -25.49918 -8.45582 0.2764
H -18.97913 -25.88498 -9.86709 0.2484
H -17.57832 -24.60920 -8.51567 0.2277
H -18.94422 -23.57107 -7.70089 0.1209
O -23.54372 -24.01868 -7.93065 -0.5372
C -22.90685 -24.23499 -6.93054 0.6781
O -23.33930 -24.91637 -5.88615 -0.3519
C -22.43010 -24.79536 -4.75146 -0.3333
C -21.22295 -24.10204 -5.41393 -0.2963
O -21.72198 -23.65355 -6.65085 -0.2625
H -22.99057 -24.08651 -4.14553 0.2882
H -22.20739 -25.77879 -4.35670 0.2778
H -20.37996 -24.77053 -5.60541 0.2658
H -20.91994 -23.27857 -4.76653 0.2937
O -18.87239 -28.14933 -10.99241 -0.5277
C -19.19383 -28.36542 -12.11314 0.6572
O -18.76583 -27.79941 -13.25810 -0.3060
C -19.19703 -28.61519 -14.34981 -0.3405
C -20.41840 -29.31436 -13.75512 -0.3281
O -19.98804 -29.46782 -12.40849 -0.3320
H -19.57368 -28.00757 -15.17478 0.2970
H -18.44186 -29.27920 -14.76119 0.2977
H -20.53889 -30.25564 -14.28528 0.3120
H -21.29420 -28.66751 -13.76921 0.2580
O -16.34622 -26.38914 -5.84164 -0.5108
C -16.03945 -25.26549 -5.66769 0.7165
O -15.64085 -24.40111 -6.62073 -0.3309
C -15.26390 -23.16586 -6.04335 -0.2955
C -15.37503 -23.39615 -4.51979 -0.2420
O -15.93334 -24.69848 -4.42442 -0.3511
H -14.25481 -22.94861 -6.39785 0.2687
H -15.95353 -22.40087 -6.40348 0.2385
H -16.04434 -22.58041 -4.24354 0.2509
H -14.43570 -23.29956 -3.98545 0.2785
```